# 1
Formula: C48H66Br2ClF13O8
Source: OMol25
Level of theory: ωB97M-V/def2-TZVPD

As for the HOMO energy: -8.90 eV.

```
! RIJCOSX wB97M-V def2-TZVPD def2/J DEFGRID3
* xyz 0 1
C 0.04820 -2.54316 5.12013
C -0.09612 -1.27530 4.32434
C 0.08736 -0.03062 4.92274
C -0.10581 1.13292 4.18716
C -0.47686 1.06649 2.84336
C -0.65693 -0.15817 2.21729
C -1.04854 -0.35552 0.76432
C -1.14107 0.88606 -0.13376
O -2.49956 1.19265 -0.42245
C -3.08244 2.14517 0.43550
C -4.02232 1.52240 1.48884
Br -3.67741 2.35319 3.23608
C -5.51814 1.72830 1.23454
C -6.34529 0.76402 2.07341
Br -5.97823 1.40891 -0.62731
C -0.35414 0.65821 -1.48137
C 0.70889 1.75013 -1.63140
C 1.77378 1.42879 -2.68898
C 3.17131 1.21747 -2.12197
F 4.07746 1.35395 -3.11743
F 3.44839 2.18319 -1.21488
C 3.36242 -0.16969 -1.48762
F 3.18906 -1.05617 -2.48160
F 2.37885 -0.38222 -0.60133
C 4.74949 -0.45567 -0.81566
F 5.16894 -1.65135 -1.25461
F 5.66175 0.43983 -1.18220
C 4.73692 -0.57948 0.73894
F 6.01045 -0.86264 1.08526
F 3.98184 -1.61177 1.09571
C 4.36470 0.68438 1.55144
F 4.87043 1.77257 0.97251
F 3.04235 0.82111 1.63276
C 4.92020 0.63370 3.01632
F 6.17711 1.00240 3.06418
F 4.22271 1.50987 3.73367
F 4.76454 -0.55585 3.55181
O -1.25818 0.66952 -2.57581
C -0.96016 -0.23558 -3.58689
Cl -0.87820 0.71721 -5.13557
C -1.98107 -1.35937 -3.75445
C -2.63490 -1.79738 -2.44089
C -4.13901 -1.48763 -2.43678
O -2.47016 -3.22098 -2.37277
C -2.29220 -3.67863 -1.04428
C -2.01696 -5.15929 -1.07475
C -0.70227 -5.60975 -1.18532
C -0.43304 -6.97591 -1.25044
C -1.49134 -7.87203 -1.20093
C -2.80675 -7.43374 -1.09189
C -3.07128 -6.06735 -1.02417
C -0.44838 -1.31730 2.97934
H 0.55706 -3.31468 4.55043
H 0.58482 -2.31971 6.03773
H -0.95258 -2.87681 5.36872
H 0.37032 0.02910 5.96418
H 0.03167 2.10409 4.63301
H -0.63139 1.99533 2.31531
H -0.35619 -1.09356 0.36226
H -2.02333 -0.84157 0.75196
H -0.67228 1.74266 0.33876
H -3.68698 2.80333 -0.18658
H -2.34804 2.77746 0.92958
H -3.80532 0.46222 1.57775
H -5.76867 2.75261 1.48500
H -7.40034 1.01235 2.02249
H -6.02617 0.78727 3.11177
H -6.18854 -0.23800 1.68451
H 0.10390 -0.32515 -1.41537
H 0.15955 2.65238 -1.88606
H 1.14766 1.88650 -0.64835
H 1.89193 2.28820 -3.34369
H 1.50935 0.59857 -3.33322
H 0.02549 -0.67734 -3.47345
H -1.43128 -2.22023 -4.12942
H -2.70594 -1.12220 -4.52329
H -2.15450 -1.34271 -1.57912
H -4.50688 -1.28915 -1.43675
H -4.38301 -0.68087 -3.11886
H -4.63982 -2.38394 -2.79574
H -1.43660 -3.18670 -0.57242
H -3.19500 -3.51506 -0.45246
H 0.10092 -4.88794 -1.22953
H 0.58794 -7.30740 -1.35155
H -1.29403 -8.93348 -1.26983
H -3.62943 -8.13206 -1.07326
H -4.07247 -5.68131 -0.95252
H -0.58218 -2.27929 2.49781
C -5.21531 -1.12987 5.32116
C -4.02257 -1.61081 6.11249
C -4.10440 -1.49013 7.61426
O -3.04729 -2.06657 5.56331
H -5.02398 -1.27160 4.25918
H -6.10615 -1.69326 5.60535
H -5.38932 -0.06994 5.51458
H -4.94933 -2.06889 7.99083
H -4.23692 -0.44507 7.89812
H -3.18652 -1.86685 8.05924
C 7.65231 4.35036 -5.05493
C 6.80269 3.46041 -5.93040
C 5.95788 2.42543 -5.22957
O 6.80073 3.57572 -7.13426
H 8.20820 5.04825 -5.67674
H 7.01902 4.91072 -4.36544
H 8.35446 3.74672 -4.47791
H 5.25992 2.91306 -4.55103
H 6.59392 1.74694 -4.65909
H 5.39865 1.85466 -5.96750
C 5.93265 5.76706 -9.22363
C 5.17357 6.46557 -10.32344
C 5.27042 5.86045 -11.70502
O 4.51722 7.46016 -10.11637
H 5.78190 6.29700 -8.28624
H 5.58095 4.74194 -9.11139
H 6.99829 5.74861 -9.45509
H 4.88990 4.83806 -11.69261
H 6.31041 5.84577 -12.03450
H 4.68267 6.45239 -12.40288
C 2.55598 5.24541 5.12275
C 2.31391 4.53014 6.43228
C 3.28068 3.42658 6.78608
O 1.39479 4.82883 7.15772
H 1.79715 6.01203 4.98200
H 3.54127 5.71405 5.13010
H 2.51067 4.53727 4.29414
H 4.29434 3.82589 6.84518
H 3.24837 2.64679 6.02258
H 3.01090 2.99667 7.74811
C -6.03268 -6.28160 2.21615
C -5.75285 -4.84432 1.85209
C -6.43984 -3.78417 2.67801
O -5.01012 -4.55787 0.94195
H -5.47779 -6.93930 1.55092
H -5.72509 -6.47260 3.24532
H -7.09934 -6.49084 2.12103
H -6.14731 -3.87883 3.72519
H -7.52273 -3.89331 2.60131
H -6.15430 -2.79992 2.31467
*
```

---

# 2
Formula: C48H70BMnNO2P
Source: OMol25
Level of theory: ωB97M-V/def2-TZVPD

As for the expectation value of S²: 4.0825. As for the HOMO energy (spin up / spin down): -15.79 / -15.79 eV.

```
! RIJCOSX wB97M-V def2-TZVPD def2/J DEFGRID3
* xyz 3 4
Mn -0.07920 0.53160 -0.70530
C -4.80870 -2.92870 2.01700
C -4.61330 -2.37980 0.60420
C -5.19610 -3.38460 -0.40770
C -3.17830 -2.13910 0.20580
C -2.91030 -1.32480 -0.88960
C -1.68100 -1.34260 -1.56400
C -1.75650 -0.84790 -3.00760
C -0.59880 0.04050 -3.45780
C -1.87910 -2.02520 -3.98280
C -0.60660 -2.11030 -1.01290
C -0.85850 -2.86100 0.17200
C -2.12010 -2.85470 0.74910
C 0.14750 -3.81600 0.77890
C 0.24970 -3.63730 2.30440
C -0.26300 -5.26840 0.49530
C 0.57650 -2.55570 -1.82120
C 0.42350 -3.78840 -2.45690
C 1.46830 -4.38670 -3.14030
C 2.71150 -3.77510 -3.16180
C 2.87920 -2.53880 -2.56390
C 1.81940 -1.90510 -1.91370
P 1.99600 -0.18470 -1.32810
C 2.98770 0.85840 -2.59740
C 2.55570 0.53920 -4.03180
C 2.64090 2.32620 -2.28740
C 4.49500 0.62870 -2.49560
C 2.80410 -0.16700 0.39620
C 1.68230 -0.71110 1.29180
C 3.08770 1.28090 0.79470
C 4.03190 -1.06250 0.54450
H -5.86800 -2.93930 2.26460
H -4.28830 -2.33770 2.77090
H -4.45250 -3.95250 2.08430
H -5.17590 -1.44320 0.50150
H -4.59600 -4.29210 -0.42640
H -5.22520 -2.96320 -1.40990
H -6.21130 -3.64820 -0.12180
H -3.73490 -0.78250 -1.33640
H -2.68200 -0.26780 -3.08690
H 0.27340 -0.57440 -3.66660
H -0.34680 0.82910 -2.69510
H -0.87390 0.56180 -4.37370
H -0.92850 -2.53360 -4.10780
H -2.19400 -1.65700 -4.95500
H -2.61470 -2.74610 -3.63930
H -2.29380 -3.49790 1.59580
H 1.12870 -3.66190 0.31890
H -0.48870 -4.25040 2.81150
H 0.10350 -2.60430 2.61440
H 1.22500 -3.96630 2.64940
H -1.29000 -5.44900 0.79960
H 0.38060 -5.93750 1.05880
H -0.16940 -5.51390 -0.55720
H -0.53930 -4.27780 -2.42070
H 1.31650 -5.33780 -3.62940
H 3.54260 -4.25200 -3.65600
H 3.84280 -2.05920 -2.59950
H 1.61610 1.01360 -4.29740
H 2.49160 -0.53200 -4.21050
H 3.31150 0.92900 -4.71120
H 1.57400 2.45040 -2.03620
H 2.84540 2.93960 -3.16250
H 3.23530 2.72930 -1.47360
H 4.79310 -0.26600 -3.03430
H 4.85600 0.55470 -1.47690
H 5.00240 1.47000 -2.96640
H 0.73300 -0.12790 1.19300
H 1.98180 -0.65260 2.33640
H 1.48550 -1.74950 1.04780
H 2.21040 1.91280 0.60250
H 3.93610 1.69460 0.25900
H 3.32110 1.32950 1.85710
H 3.96060 -1.95570 -0.07490
H 4.11800 -1.38620 1.58190
H 4.95160 -0.54360 0.28850
C -4.59050 1.14120 4.56840
N -4.46590 1.42790 3.12510
C -4.36200 2.88220 2.90600
C -3.35190 0.66770 2.45290
C -2.01630 0.79380 3.14250
C -1.73630 -0.05390 4.21180
C -0.56990 0.08610 4.94140
C 0.33250 1.07710 4.59570
C 0.09830 1.87420 3.48950
C -1.06890 1.74400 2.73050
H -5.45030 1.67560 4.97000
H -3.69600 1.47540 5.09180
H -4.73460 0.07610 4.73760
H -5.33700 1.11580 2.67800
H -3.41790 3.25020 3.30500
H -5.18170 3.39540 3.40740
H -4.41220 3.11080 1.84280
H -3.28700 1.03600 1.42570
H -3.64480 -0.38410 2.43620
H -2.43400 -0.83520 4.47240
H -0.36920 -0.57290 5.77070
H 1.21520 1.23030 5.19290
H 0.83010 2.61590 3.21000
C -1.10000 7.62370 -3.05910
C -2.35100 7.23170 -2.24410
C -2.61230 8.31970 -1.20340
C -3.54600 7.15300 -3.20780
C -2.09710 5.87510 -1.61850
C -1.93760 4.76430 -2.45790
C -1.64190 3.49670 -1.99130
C -1.50650 3.35570 -0.62470
O -1.22350 2.22050 0.14130
B -1.27800 2.68070 1.48210
O -1.56660 3.99710 1.52640
C -1.69620 4.43700 0.23150
C -1.98800 5.70120 -0.23630
H -1.27880 8.56760 -3.56590
H -0.86370 6.87150 -3.80700
H -0.24160 7.74450 -2.40330
H -2.79830 9.26370 -1.70740
H -1.75590 8.46480 -0.54820
H -3.49020 8.08080 -0.60640
H -3.77610 8.14900 -3.57490
H -4.42500 6.75910 -2.70260
H -3.33850 6.52170 -4.06730
H -2.04450 4.89510 -3.52230
H -1.54070 2.67170 -2.67830
H -2.13020 6.50790 0.46290
*
```

---

# 3
Formula: C48H72Br22I2N2O4
Source: OMol25
Level of theory: ωB97M-V/def2-TZVPD

As for the HOMO energy: -8.42 eV.

```
! RIJCOSX wB97M-V def2-TZVPD def2/J DEFGRID3
* xyz 0 1
C 5.22323 7.99673 5.65568
C 4.83737 7.62675 4.54338
C 4.24779 7.08063 3.17440
C 3.53557 5.66461 3.46241
C 2.76123 5.14686 2.17000
C 2.29754 3.61966 2.28638
C 1.14207 3.17776 3.19104
C 0.42371 4.29960 4.03682
C 0.31820 3.95207 5.61108
O -0.70789 4.24686 6.18179
I 2.03784 2.95733 6.47846
C 0.72647 1.70909 3.30070
C -0.42709 1.16322 4.22337
C -1.83638 1.87569 4.05560
N -2.51792 1.57928 2.74312
C -2.02768 2.47442 1.63792
C -1.48482 1.50063 0.45645
C -3.92417 2.02266 2.98351
C -5.15325 1.01155 2.88429
O -4.20827 3.18321 3.30998
C 1.51357 0.66836 2.47938
C 1.24162 -0.88187 2.52480
I 1.62485 -1.75444 4.52193
C -0.17099 -1.32866 1.91640
C -0.49824 -2.87411 2.17514
C 2.63127 1.17111 1.61119
C 3.07752 2.62940 1.46991
C 4.30568 2.79462 0.49988
O 5.10751 3.69602 0.37329
N 4.27447 1.48765 -0.22440
C 3.17205 1.66002 -1.17580
C 2.25873 1.58665 -1.99166
C 3.66598 0.44272 0.65934
O 4.04380 -0.70747 0.55649
H 5.71473 8.27986 6.61919
H 3.41297 7.80265 2.89627
H 5.05244 6.99420 2.38747
H 4.29202 4.89348 3.83883
H 2.85095 5.85843 4.35844
H 1.88393 5.82030 1.87084
H 3.50082 5.23348 1.30163
H -0.61262 4.44186 3.57213
H 0.91855 5.31702 3.99356
H -0.08466 1.25956 5.31295
H -0.61364 0.04659 4.08198
H -1.84593 2.99089 4.24012
H -2.51899 1.42383 4.85926
H -1.25761 3.23256 1.96641
H -2.90559 3.03087 1.15821
H -2.02312 0.50033 0.57927
H -0.37558 1.34124 0.60683
H -1.75743 1.98290 -0.53022
H -6.11722 1.61026 3.02165
H -5.18676 0.58856 1.83544
H -5.14705 0.23799 3.70926
H 2.02723 -1.37780 1.85713
H -1.02576 -0.63091 2.19056
H -0.05516 -1.22635 0.77893
H -1.25439 -3.17023 1.36873
H -0.91165 -3.02829 3.21431
H 0.45032 -3.48747 1.98789
H 1.41055 1.28196 -2.65745
Br 8.16631 12.79956 6.58644
C 8.20440 10.98127 7.28437
C 8.60705 9.99306 6.21834
Br 7.13075 9.63003 4.99437
H 7.22015 10.78230 7.70636
H 8.94202 11.00118 8.08757
H 8.85102 9.02683 6.66212
H 9.44693 10.33193 5.61332
Br 3.08592 -5.36396 3.40806
C 2.77032 -5.94138 1.57812
C 3.90095 -5.51487 0.68481
Br 3.76318 -3.61425 0.27239
H 1.80722 -5.53433 1.27293
H 2.69950 -7.02869 1.62831
H 3.84822 -6.02369 -0.27855
H 4.88465 -5.67998 1.12182
Br 6.23417 -5.52517 6.29483
C 5.19553 -5.95061 7.88799
C 3.71552 -5.89060 7.61040
Br 3.08605 -4.04721 7.53373
H 5.51513 -5.26155 8.66901
H 5.49437 -6.96396 8.15900
H 3.15282 -6.34899 8.42444
H 3.43363 -6.36208 6.66965
Br -5.34677 0.27323 -0.74716
C -6.68719 -1.01225 -1.33862
C -7.89515 -0.99655 -0.43668
Br -7.54190 -1.93494 1.23447
H -6.19670 -1.98329 -1.38622
H -6.95733 -0.69733 -2.34739
H -8.72411 -1.53610 -0.89577
H -8.22271 0.00812 -0.17355
Br 4.53026 1.69634 -3.45287
C 4.30438 1.15189 -5.31133
C 5.46278 1.60380 -6.16664
Br 5.33945 3.50496 -6.57664
H 3.34520 1.54839 -5.64298
H 4.25264 0.06222 -5.28171
H 5.44469 1.10309 -7.13597
H 6.43169 1.44211 -5.69761
Br 2.83250 -2.57922 -3.65979
C 2.37977 -2.27404 -5.52988
C 1.30689 -3.22559 -5.99676
Br 2.03319 -5.00320 -6.32826
H 3.30519 -2.35583 -6.09866
H 2.02246 -1.24395 -5.57117
H 0.89758 -2.90322 -6.95489
H 0.49478 -3.34264 -5.28068
Br -2.05918 -0.18705 -3.27772
C -2.82829 0.45192 -4.94927
C -4.33278 0.35020 -4.93025
Br -4.92318 -1.48632 -5.20720
H -2.36664 -0.12131 -5.75193
H -2.51573 1.49400 -5.02688
H -4.76630 0.91531 -5.75616
H -4.77477 0.68766 -3.99334
Br -6.22471 -4.96421 -5.44810
C -6.44959 -5.53980 -7.29651
C -5.29999 -5.08086 -8.15672
Br -5.45608 -3.18675 -8.59184
H -7.41569 -5.16369 -7.63171
H -6.48449 -6.62901 -7.25166
H -5.31065 -5.59467 -9.11861
H -4.32729 -5.22010 -7.68717
Br 6.99989 -2.79555 9.86966
C 5.54618 -2.32863 11.07887
C 5.51062 -3.24816 12.27316
Br 4.74383 -4.97981 11.81015
H 4.62758 -2.34700 10.49357
H 5.75338 -1.30395 11.38964
H 4.85690 -2.84652 13.04806
H 6.49470 -3.44008 12.69794
Br -9.84979 -3.87794 -7.39024
C -10.23618 -3.59133 -9.27848
C -11.27366 -4.56320 -9.77930
Br -10.50348 -6.32993 -10.07093
H -9.28867 -3.66052 -9.81066
H -10.60786 -2.56774 -9.33960
H -11.65107 -4.25339 -10.75433
H -12.11065 -4.69052 -9.09444
Br -4.74043 -0.82511 -12.78843
C -5.37683 -2.65125 -12.55226
C -6.73025 -2.84610 -13.18926
Br -8.14614 -2.07262 -12.09509
H -5.36979 -2.85391 -11.48153
H -4.62951 -3.27770 -13.04085
H -6.97304 -3.90700 -13.25874
H -6.81050 -2.39457 -14.17688
*
```